{"formula": "C11H24Cl20Hg2O2", "method": "the ωB97M-V functional and the def2-TZVPD basis", "e_tot_ev": -274686.6664, "charge": 0, "largest_force_ev_per_a": 3.103, "molar_mass_g_mol": 1298.551, "gap_ev": 7.0, "symbols": ["Hg", "Hg", "C", "O", "H", "H", "H", "C", "O", "H", "H", "H", "Cl", "Cl", "C", "Cl", "Cl", "H", "H", "C", "Cl", "Cl", "H", "H", "C", "Cl", "Cl", "H", "H", "C", "Cl", "Cl", "H", "H", "C", "Cl", "Cl", "H", "H", "C", "Cl", "Cl", "H", "H", "C", "Cl", "Cl", "H", "H", "C", "Cl", "Cl", "H", "H", "C", "Cl", "Cl", "H", "H"], "coordinates": [[1.17818, 3.04537, 1.12187], [0.37815, -0.08501, -1.14512], [2.55952, 2.40080, -1.95227], [1.62129, 2.07390, -0.95051], [3.03768, 1.55022, -2.43806], [2.23997, 3.07841, -2.74400], [3.43623, 2.87748, -1.51379], [1.42428, -1.65590, -4.22289], [0.64688, -1.09176, -3.16942], [2.49259, -1.44385, -4.18024], [1.38994, -2.73318, -4.38534], [1.23330, -1.22564, -5.20601], [0.77963, 4.89760, 2.95440], [-0.49169, 0.87645, 1.27757], [3.09877, 0.96065, 4.15201], [3.01197, 1.29193, 2.43873], [1.59057, 1.52466, 4.82943], [3.23858, -0.10513, 4.33270], [3.92808, 1.53277, 4.56794], [0.71135, -4.37684, -1.07158], [2.23871, -4.95975, -0.43581], [0.22909, -2.87024, -0.27503], [0.93641, -4.19688, -2.12279], [0.01536, -5.20283, -0.92515], [-2.23219, 5.20625, 0.83735], [-3.81855, 5.74191, 0.17357], [-1.22252, 4.28080, -0.15053], [-1.71447, 6.09230, 1.20473], [-2.30204, 4.69150, 1.79560], [1.33816, -3.65398, 3.03341], [-0.38610, -3.20186, 3.01833], [2.38021, -2.29791, 2.64666], [1.64723, -3.94668, 4.03685], [1.56578, -4.44161, 2.31514], [-3.25718, -2.83962, -0.97853], [-2.36505, -1.34976, -1.17468], [-3.61699, -3.04460, 0.75064], [-4.17355, -2.77900, -1.56563], [-2.73099, -3.73414, -1.31180], [-2.63340, -0.60898, 4.02959], [-3.18559, 0.70053, 5.12012], [-3.02919, -2.19027, 4.75761], [-3.09873, -0.56052, 3.04510], [-1.55189, -0.50591, 3.94124], [-4.56044, 1.23918, 0.61261], [-5.01980, 2.14727, 2.08234], [-4.18241, 2.36624, -0.75951], [-3.64201, 0.71300, 0.87281], [-5.40515, 0.57030, 0.44780], [-1.06495, 2.73764, -3.87462], [0.22547, 2.35281, -5.02650], [-1.46001, 1.34841, -2.80394], [-0.73372, 3.53798, -3.21293], [-1.94226, 3.14528, -4.37688], [4.22748, -1.58514, -1.81315], [5.83710, -1.59699, -1.11968], [2.94624, -1.09882, -0.72484], [4.16158, -0.96284, -2.70562], [4.07506, -2.63599, -2.05929]], "atomic_forces_ev_per_a": [[-0.487, 0.555, 0.066], [0.808, 0.778, -0.893], [1.133, 0.493, 0.638], [-0.778, -0.262, 0.614], [-0.559, -0.647, -0.064], [-0.646, -0.004, 0.033], [0.098, 0.356, 0.265], [0.497, 1.157, 0.854], [-0.389, -0.370, -0.248], [0.554, 0.080, 0.612], [-0.546, -0.425, 0.532], [-0.859, 0.335, -0.108], [0.364, -1.425, -1.469], [0.483, -0.334, -1.100], [0.077, 0.265, 0.609], [0.821, -0.452, -1.115], [-0.343, -0.079, 0.721], [-0.173, 0.147, -0.224], [-0.182, -0.065, -0.059], [0.574, -0.053, -0.604], [0.712, -0.231, 0.444], [-0.334, -1.014, 0.207], [-0.580, 0.248, 0.109], [-0.319, 0.588, 0.040], [-0.684, 1.654, 2.535], [0.846, -0.497, 0.215], [0.710, -0.844, -1.784], [0.074, 0.260, -0.814], [-0.929, -0.496, -0.320], [0.115, -0.165, 0.356], [0.564, -0.352, 0.139], [0.254, 0.534, -0.293], [-0.476, -0.152, -0.133], [-0.396, 0.126, 0.057], [-0.420, -0.592, 0.249], [-0.333, 0.449, -0.520], [-0.217, -0.192, -0.135], [0.013, 0.217, 0.324], [0.418, 0.409, 0.073], [0.154, 0.091, 0.460], [0.075, -0.246, -0.552], [0.027, 0.208, -0.251], [-0.125, 0.196, 0.312], [-0.186, -0.178, 0.020], [0.264, 0.617, 0.408], [0.107, 0.030, -0.188], [-0.531, -1.000, 0.743], [-0.146, 0.013, -0.335], [0.311, 0.207, -0.627], [0.485, 0.529, 0.611], [-0.417, 0.072, 0.197], [-0.474, 0.536, -0.729], [0.303, -0.258, -0.036], [-0.066, -0.779, -0.118], [-0.005, -0.893, -0.960], [0.257, 0.490, 0.278], [0.639, 0.135, 0.852], [0.256, -0.045, 0.258], [-0.393, 0.276, -0.154]]}

=====

{"formula": "C11H24Cl3N", "method": "the ωB97M-V functional and the def2-TZVPD basis", "e_tot_ev": -50847.0077, "charge": 0, "largest_force_ev_per_a": 7.821, "molar_mass_g_mol": 276.679, "gap_ev": 7.6, "symbols": ["C", "C", "C", "C", "N", "C", "C", "C", "C", "C", "H", "H", "H", "H", "H", "H", "H", "H", "H", "H", "H", "H", "H", "H", "H", "H", "H", "H", "H", "H", "Cl", "Cl", "C", "C", "Cl", "H", "H", "H", "H"], "coordinates": [[-14.49372, 18.51830, -29.49597], [-14.85946, 19.59436, -28.47079], [-15.37368, 19.07760, -27.10477], [-15.93303, 20.22201, -26.26038], [-16.74691, 19.80810, -25.05477], [-17.39468, 20.95220, -24.23048], [-18.73214, 20.45731, -23.54676], [-19.18125, 19.64957, -24.76066], [-17.97448, 18.97536, -25.33678], [-15.81315, 18.98018, -24.10851], [-14.02947, 18.87237, -30.41641], [-15.42632, 17.98127, -29.66903], [-13.83035, 17.72186, -29.15875], [-15.45615, 20.36728, -28.95521], [-13.98448, 20.20299, -28.24257], [-14.54602, 18.49024, -26.70717], [-16.20028, 18.45128, -27.44025], [-16.52102, 20.88297, -26.89717], [-15.15082, 20.81415, -25.78539], [-16.76068, 21.24833, -23.39474], [-17.57479, 21.78319, -24.91246], [-18.44021, 19.95612, -22.62389], [-19.41590, 21.30577, -23.52045], [-19.79330, 18.85412, -24.33549], [-19.78866, 20.11246, -25.53841], [-17.81820, 17.95154, -24.99699], [-18.18669, 18.94333, -26.40544], [-16.31993, 18.55520, -23.24210], [-15.03754, 19.68325, -23.80481], [-15.50647, 18.10827, -24.68629], [-16.04009, 22.49520, -26.19711], [-16.48269, 24.39387, -22.75106], [-16.14179, 22.89161, -23.56965], [-14.70007, 22.97122, -24.08101], [-13.42988, 23.23558, -22.69457], [-16.91736, 22.73092, -24.31850], [-16.12433, 22.16057, -22.76134], [-14.61610, 23.86464, -24.69977], [-14.42641, 22.11056, -24.69132]], "atomic_forces_ev_per_a": [[-0.595, -0.627, 0.607], [1.712, 1.150, 0.230], [-0.737, -0.167, -1.445], [0.974, -3.723, 0.038], [-1.113, -1.620, 2.221], [-1.074, -1.700, 1.183], [1.829, 1.127, -3.300], [-1.199, -2.358, 1.835], [-0.049, -0.447, -1.688], [-0.920, 0.668, -1.002], [-0.439, 0.319, 0.023], [-0.076, -0.055, -0.729], [0.254, 0.218, 0.569], [-0.787, -0.325, 0.179], [0.470, -0.056, 0.021], [-0.250, -0.129, 0.404], [-0.158, -0.688, 0.552], [-0.198, -1.413, 0.078], [0.167, -1.149, -0.643], [-0.404, -1.743, -1.593], [-0.542, -1.387, -0.327], [-0.890, -0.209, -0.087], [0.268, 0.015, 1.029], [-0.500, -0.244, -0.452], [0.275, 0.671, 0.428], [0.037, 0.157, 0.094], [0.730, -0.235, -0.169], [-0.419, 0.573, -0.007], [0.227, -0.456, -0.094], [0.511, 0.376, -0.037], [-0.840, 7.216, -2.898], [-0.556, 1.450, 0.652], [2.262, 2.117, 2.099], [0.443, 0.685, 0.246], [-1.062, -0.535, -0.849], [1.636, 1.685, 1.344], [0.216, 0.909, 0.446], [0.253, -0.265, 0.192], [0.544, 0.196, 0.851]]}